Molecular formula: C5H8O2
Method: DFT, ωB97M-V/def2-TZVPD

Output
Relative energy (zero: lowest compared OMol25 entry of this formula, charge and spin)   3.741 eV
Calculated total energy   -345.66748 Eh
Orbital gap   9.99 eV

Each line ends with the Löwdin charge.
Element x y z (Å)
C1 0.24509 -1.17105 -1.33685  -0.026
C2 0.01762 -0.19298 -0.26847  -0.370
C3 -0.49909 -0.64140 1.05804  -0.155
O1 -1.05449 0.63142 1.45459  -0.050
C4 -0.88885 1.06017 0.11684  -0.142
C5 0.55005 1.19591 -0.16235  -0.277
O2 1.42838 1.63981 0.81038  0.019
H1 -0.55462 -1.88423 -1.52319  0.065
H2 0.65759 -0.73284 -2.25223  0.079
H3 1.00315 -1.94529 -0.63966  0.164
H4 0.39384 -1.18118 1.60746  0.157
H5 -1.29878 -1.38777 1.02773  0.129
H6 -1.74935 1.43550 -0.41423  0.147
H7 0.80376 1.63230 -1.12460  0.162
H8 0.94569 1.54162 1.64653  0.099

Forces on the atoms, in the same order (eV/Å):
C 2.029 -2.399 2.078
C -1.961 1.266 0.380
C 2.335 -2.266 1.247
O 0.393 -0.618 0.026
C -0.070 0.053 -1.340
C 0.212 0.158 -0.302
O 0.044 0.011 0.545
H -0.415 0.437 -0.248
H 0.233 -0.553 0.318
H -1.246 1.902 -2.677
H -1.643 1.431 0.199
H -0.011 0.183 -0.298
H -0.003 0.428 0.104
H -0.115 -0.129 -0.029
H 0.218 0.097 -0.004


Molecular formula: C30H38CsIN2O8SSi
Method: DFT, ωB97M-V/def2-TZVPD

Output
Calculated total energy   -2883.05403 Eh
Charge   -2
Orbital gap   4.59 eV

Each line ends with the Löwdin charge.
Element x y z (Å)
Cs1 0.82316 -0.81668 -0.38570  1.224
O1 -0.89399 1.47166 4.79083  0.019
C1 -0.30493 1.35620 3.53655  -0.374
O2 -0.96618 0.47255 2.69371  0.021
C2 0.74241 2.10735 3.13597  -0.222
C3 1.30810 3.13109 4.00179  -0.049
C4 2.33636 3.89857 3.56548  -0.136
C5 2.88433 3.70740 2.27388  -0.101
C6 2.28682 2.69461 1.51622  -0.271
N1 1.30150 1.90366 1.87456  0.146
C7 2.81278 2.46075 0.11893  -0.462
O3 4.15686 2.61382 0.00265  0.091
O4 2.15561 2.18284 -0.84517  0.061
H1 -1.69784 1.99970 4.70032  0.094
H2 0.90118 3.27280 4.99371  0.087
H3 2.73102 4.66934 4.22135  0.086
H4 3.61189 4.38358 1.84676  0.081
H5 4.49610 2.75012 0.89925  0.088
C8 -4.00210 0.07483 0.12113  -0.097
N2 -2.99978 -0.85685 0.58311  -0.239
C9 -3.05587 -2.09707 -0.16423  -0.105
C10 -3.12041 -1.10282 2.01026  -0.169
C11 -1.87100 -1.69846 2.59392  -0.146
C12 -1.72351 -3.06403 2.80349  -0.057
C13 -0.54564 -3.59523 3.30756  -0.102
C14 0.50642 -2.74488 3.61869  -0.081
C15 0.38083 -1.37675 3.44340  -0.004
C16 -0.80559 -0.86000 2.93538  -0.246
H6 -5.03199 -0.29249 0.30226  0.082
H7 -3.88313 0.25130 -0.94667  0.071
H8 -3.87740 1.03602 0.62120  0.089
H9 -4.03572 -2.60080 -0.03247  0.088
H10 -2.27535 -2.77994 0.17008  0.072
H11 -2.86167 -1.91758 -1.21981  0.067
H12 -3.98245 -1.76883 2.21509  0.121
H13 -3.31521 -0.15221 2.51022  0.120
H14 -2.55166 -3.71533 2.54394  0.108
H15 -0.44085 -4.66531 3.43575  0.091
H16 1.44284 -3.14698 3.98505  0.101
H17 1.18608 -0.69154 3.67353  0.125
O5 -2.57388 2.77589 -2.09913  -0.572
S1 -1.33669 1.97812 -2.37048  0.908
C17 -0.49593 2.75167 -3.79543  -0.318
C18 -1.06217 2.13015 -5.06354  -0.238
C19 -1.18947 0.64441 -4.73984  -0.237
C20 -1.87031 0.54615 -3.38095  -0.313
H18 0.56733 2.52879 -3.67638  0.059
H19 -0.63026 3.82640 -3.68366  0.090
H20 -0.41495 2.32075 -5.92300  0.104
H21 -2.04650 2.55423 -5.28103  0.109
H22 -0.19755 0.18804 -4.68255  0.100
H23 -1.74776 0.08657 -5.49515  0.109
H24 -1.63775 -0.39041 -2.86238  0.034
H25 -2.94721 0.70985 -3.45702  0.089
C21 -1.49279 -3.39076 -4.63865  -0.186
Si1 -0.50550 -3.39224 -3.00985  0.169
C22 1.26074 -3.91628 -3.44688  -0.174
C23 -1.23886 -4.80664 -1.96908  -0.185
O6 -0.55356 -1.98707 -2.26206  -0.690
H26 -1.46434 -4.36253 -5.14186  0.010
H27 -1.08692 -2.64365 -5.32633  0.007
H28 -2.53971 -3.13734 -4.44981  0.013
H29 1.28012 -4.90220 -3.92475  0.015
H30 1.89951 -3.95900 -2.56123  0.027
H31 1.72112 -3.20507 -4.13837  0.019
H32 -1.03779 -5.77936 -2.43105  0.012
H33 -2.32231 -4.70598 -1.85777  0.011
H34 -0.80120 -4.81631 -0.96770  0.018
I1 3.85499 2.99317 -5.22386  0.788
C24 3.95170 1.36075 -3.92244  -0.734
C25 5.13753 1.04252 -3.28451  -0.159
C26 5.16754 -0.03992 -2.42271  -0.025
C27 4.02805 -0.79307 -2.15641  -0.123
C28 2.84665 -0.44858 -2.80983  -0.099
C29 2.80627 0.61962 -3.69229  -0.159
C30 4.10012 -1.93654 -1.13364  -0.703
O7 5.07581 -2.69597 -1.22677  -0.027
O8 3.15565 -1.94024 -0.30938  -0.304
H35 6.02672 1.63729 -3.45128  0.085
H36 6.08839 -0.32571 -1.92950  0.116
H37 1.93535 -1.01182 -2.64807  0.017
H38 1.88033 0.88036 -4.18682  0.065

Forces on the atoms, in the same order (eV/Å):
Cs -1.052 1.143 1.595
O 0.009 0.002 -0.001
C 0.077 -0.014 0.001
O -0.172 0.073 0.035
C -0.031 -0.056 -0.001
C 0.093 0.126 0.087
C -0.023 0.016 0.066
C -0.095 -0.112 -0.087
C 0.075 0.052 -0.064
N -0.027 0.002 0.025
C 0.048 -0.024 -0.035
O -0.021 -0.004 -0.027
O -0.023 -0.008 -0.017
H -0.005 -0.002 -0.012
H -0.051 -0.054 -0.011
H 0.033 0.009 -0.041
H 0.019 0.010 0.034
H 0.014 0.012 0.017
C 0.007 0.101 0.025
N 0.055 -0.061 -0.064
C 0.038 -0.066 0.003
C -0.062 0.008 0.077
C 0.086 -0.028 0.118
C -0.049 0.060 -0.069
C 0.026 -0.074 0.012
C 0.040 0.000 0.014
C -0.100 0.008 -0.012
C 0.087 0.006 -0.099
H 0.001 -0.001 -0.014
H 0.002 -0.020 -0.044
H -0.011 -0.013 0.027
H 0.004 0.004 -0.045
H -0.003 0.023 0.016
H -0.027 0.039 -0.019
H 0.019 -0.015 0.020
H 0.009 0.007 -0.072
H 0.011 -0.031 0.015
H -0.004 0.002 0.008
H -0.003 -0.019 -0.004
H 0.016 0.001 0.001
O -0.199 0.142 -0.053
S 0.036 -0.164 0.058
C 0.137 -0.046 0.102
C -0.004 0.049 0.013
C 0.022 -0.092 -0.047
C 0.026 0.126 -0.027
H -0.014 0.010 0.001
H -0.066 -0.001 -0.009
H -0.001 -0.015 0.000
H -0.003 0.001 0.017
H -0.009 -0.032 0.014
H -0.005 0.034 -0.004
H 0.039 -0.001 0.014
H -0.041 -0.007 0.013
C 0.061 -0.091 0.024
Si 0.086 0.342 0.215
C -0.118 -0.113 -0.106
C 0.025 -0.059 -0.136
O -0.409 -0.578 -0.849
H -0.011 -0.013 -0.020
H 0.012 0.018 -0.008
H -0.025 0.014 0.013
H 0.039 -0.005 0.001
H -0.016 0.011 0.052
H -0.014 0.026 -0.014
H -0.030 -0.019 0.016
H -0.021 0.033 0.004
H 0.039 0.026 0.011
I 0.017 0.101 -0.066
C -0.118 -0.142 0.149
C 0.126 0.148 -0.087
C -0.017 -0.167 0.110
C 0.057 0.076 -0.124
C 0.151 -0.069 -0.100
C -0.005 0.025 -0.128
C 0.235 0.040 -0.265
O 0.033 0.038 0.066
O 0.728 -0.596 0.080
H -0.001 -0.013 -0.009
H 0.015 0.028 -0.015
H 0.212 -0.107 -0.330
H 0.019 -0.060 -0.039


Molecular formula: C3H9N4
Method: DFT, ωB97M-V/def2-TZVPD

Output
Relative energy (zero: lowest compared OMol25 entry of this formula, charge and spin)   2.717 eV
Calculated total energy   -338.42101 Eh
SMILES string   [H]/N=N/[C@@H](C)C(N)=[NH2+]
Charge   +1
Orbital gap   9.70 eV

Each line ends with the Löwdin charge.
Element x y z (Å)
C1 0.07073 0.21341 -1.07818  -0.285
C2 -0.00330 -1.49769 0.91304  -0.072
C3 0.48275 -0.24148 0.29903  -0.303
N1 -0.21212 0.89430 2.20703  0.096
N2 0.36481 1.05418 1.15763  -0.039
N3 -0.86693 -0.46410 -1.71002  0.246
N4 0.62094 1.34843 -1.55246  0.245
H1 -1.13774 -1.59422 1.04673  0.118
H2 0.34276 -2.43585 0.52926  0.087
H3 0.05834 -1.22978 1.99906  0.086
H4 1.62817 -0.13886 0.45365  0.189
H5 -0.36369 1.83703 2.68539  0.127
H6 -1.09459 -1.37195 -1.47425  0.101
H7 -1.40918 0.07400 -2.41672  0.174
H8 1.16889 1.67946 -0.75253  0.123
H9 0.35017 1.87313 -2.30666  0.107

Forces on the atoms, in the same order (eV/Å):
C 0.025 0.438 -0.585
C -3.245 0.892 1.947
C 3.155 1.442 0.722
N -0.972 0.821 0.922
N -1.097 0.232 -0.965
N 0.214 3.670 -1.492
N 0.424 -3.538 4.581
H 1.029 0.348 -1.235
H 0.746 -0.261 0.220
H 1.128 -1.188 -0.479
H -1.267 -1.089 -1.210
H 0.775 -1.166 -0.488
H -0.827 -1.944 0.750
H 0.602 -1.275 0.452
H 0.025 1.211 -1.040
H -0.715 1.408 -2.098


no.,HOMO energy (Eh)
1,-0.33575
2,-0.04017
3,-0.50220